{
  "formula": "C6H8N2S",
  "method": "the ωB97M-V functional and the def2-TZVPD basis",
  "spin_multiplicity": 3,
  "energy_ev": -20161.307,
  "total_charge": 0,
  "elements": ["H", "H", "H", "N", "H", "H", "C", "C", "C", "S", "N", "H", "H", "C", "H", "C", "C"],
  "coordinates": [[-2.72922, -1.21975, -1.23681], [-1.94671, 0.21108, -2.07364], [1.13492, -2.10081, 1.65372], [1.73507, 2.85451, 1.24197], [2.73163, 2.85773, 0.97924], [1.26880, 1.60026, -0.45406], [-0.39507, -1.44943, 0.42095], [-1.79795, -0.73599, -1.51752], [1.15769, 1.70761, 0.67908], [1.87265, 0.02558, 1.41883], [-0.24020, 1.55927, 0.94782], [-1.24476, -1.46492, -2.09700], [1.48000, 3.06663, 2.25320], [-1.06469, -0.36042, -0.30289], [-0.88839, -2.51198, 0.34844], [0.81318, -1.32926, 1.05499], [-0.87421, 0.78154, 0.27528]]
}



{
  "formula": "C29H46N4O4S",
  "method": "the ωB97M-V functional and the def2-TZVPD basis",
  "energy_ev": -55806.921,
  "total_charge": 0,
  "smiles": "CCCCN(CCCC)CCNC(=O)c1cn(CC)c2ccc(S(=O)(=O)N(C)C3CCCCC3)cc2c1=O",
  "elements": ["H", "H", "H", "C", "C", "H", "H", "H", "H", "H", "H", "H", "H", "H", "O", "N", "H", "H", "C", "C", "C", "H", "N", "H", "H", "C", "C", "H", "O", "C", "C", "C", "C", "H", "O", "H", "H", "H", "C", "C", "H", "C", "H", "O", "H", "C", "H", "H", "H", "C", "H", "H", "H", "C", "C", "H", "H", "C", "C", "N", "H", "N", "H", "C", "H", "H", "C", "H", "H", "S", "H", "H", "H", "C", "H", "C", "H", "H", "H", "C", "C", "C", "C", "C"],
  "coordinates": [[-4.63746, -0.64193, 1.82044], [-3.85210, 1.42947, -3.23580], [6.37668, -0.43124, 0.97408], [3.30405, 2.70531, -0.84706], [3.24484, -0.99488, 1.54844], [1.29948, 6.63981, 2.30389], [-0.64984, -4.14147, -0.35418], [5.19290, -3.13568, -0.31967], [3.17233, -1.72609, -0.47853], [-4.01465, -2.16689, -2.68846], [0.48271, 5.20365, 2.92634], [6.32201, 0.82027, -0.28056], [2.97640, -4.06305, 0.27254], [5.22772, 0.92388, 1.11994], [3.50933, -0.75111, -2.50200], [0.13228, 4.00554, 0.51097], [2.21726, -4.11552, 2.61696], [-1.84571, 2.91560, -3.08369], [2.95182, 1.38346, -1.08241], [5.72395, 0.24142, 0.41933], [3.93081, -1.49878, 0.27559], [-3.70476, -4.54129, -0.13974], [-3.25591, 0.64594, 0.97462], [2.68150, 4.60772, -0.16341], [-2.94129, -3.57386, -1.40049], [-5.14983, -0.26072, -0.25771], [1.69212, 0.93824, -0.77463], [3.65583, -3.23019, 3.12702], [-0.79652, 0.04341, 0.02887], [-2.83493, -0.38124, -2.66021], [0.74963, 1.80166, -0.21084], [-4.10282, -1.15817, -2.27880], [1.11041, 5.58517, 2.12460], [-0.38265, -3.76530, 1.34890], [-3.64249, 2.82728, 1.45760], [-3.17489, 1.47085, -1.60538], [5.43589, -2.61608, 1.35356], [-6.18507, -0.62231, -0.13922], [-4.61328, 0.18942, 1.10963], [-2.90147, 1.93321, 1.07300], [-1.80813, 4.22454, 1.21557], [-2.28779, -3.09248, 0.58584], [1.40277, -0.08309, -0.96784], [5.24254, 0.99614, -2.29756], [2.05748, 5.05184, 2.14621], [-1.74405, 1.83451, -3.15910], [1.01191, 5.81857, -0.03142], [-1.47462, -5.07452, 0.89503], [-5.21291, 1.01497, 1.49930], [2.94676, -3.36505, 2.30645], [2.73461, -0.04825, 1.35712], [-2.72100, -3.00890, 1.58546], [-4.97812, -0.69259, -2.75717], [-1.12716, -4.07954, 0.62131], [3.69380, -3.85264, 1.06789], [-2.54562, -0.67399, -3.67262], [3.99375, -0.82927, 2.32652], [2.38387, 3.58464, -0.32226], [4.68367, -2.79636, 0.58269], [4.79144, -0.52328, -0.36625], [-1.57705, 1.57686, -4.20279], [-4.27904, -1.26583, -0.83860], [-2.60313, -0.00666, 0.54695], [0.41020, 5.40443, 0.78015], [4.22424, -4.77924, 1.29587], [4.30146, 3.02531, -1.10343], [-1.08505, 3.52042, 0.82380], [1.74278, -1.68664, 2.93235], [-1.91592, -2.11107, 0.29551], [4.18052, 0.23299, -1.70929], [-5.39247, -3.06368, -0.99414], [-4.95520, -2.54446, 0.64159], [-5.17256, 0.60905, -0.91523], [-2.99155, 1.13759, -2.62707], [1.47862, -2.18150, 1.26005], [-4.58839, -2.61050, -0.38520], [-0.54307, 5.93680, 0.79238], [-0.86695, 1.53009, -2.59223], [-2.03255, -0.67448, -1.98258], [-1.48124, 2.22663, 0.68868], [-3.36827, -3.53331, -0.39738], [-0.56094, 1.24276, 0.16259], [2.24166, -2.04069, 2.02756], [1.08640, 3.15437, 0.00172]]
}



{
  "formula": "C10H11F3N2O10S2",
  "method": "the ωB97M-V functional and the def2-TZVPD basis",
  "energy_ev": -63825.269,
  "total_charge": 0,
  "elements": ["C", "H", "O", "H", "S", "H", "C", "N", "C", "C", "F", "H", "F", "O", "O", "O", "S", "C", "O", "O", "O", "C", "O", "N", "C", "C", "C", "H", "H", "H", "H", "C", "H", "H", "O", "O", "H", "F"],
  "coordinates": [[-2.42157, -1.94520, -4.70472], [-0.22439, 0.48354, 4.66628], [2.19603, 0.84312, 4.36921], [-3.40156, -0.38825, -3.54104], [-1.07285, -0.66320, 1.62278], [-3.10433, -2.77059, -4.88597], [1.97618, 0.62661, 3.20653], [0.35919, 2.28043, 2.12815], [-0.53526, 0.56104, 3.63425], [0.65322, 3.29452, 3.11426], [1.67240, 3.59135, 0.79843], [-1.32059, 1.30868, 3.58265], [1.94624, 3.46232, 3.34768], [-0.96179, -1.93960, 1.03725], [-1.10758, -0.69508, 3.20271], [-2.02927, 0.26762, 1.15996], [-0.75492, -2.60880, -4.55526], [0.58439, 0.89632, 2.61488], [0.43195, -0.06412, 1.60567], [5.23841, 0.03484, 2.37681], [-0.80713, -4.04503, -4.47258], [-1.36262, -0.72873, -2.83042], [0.51556, 1.96640, -0.15391], [2.92734, 0.06506, 2.35312], [-2.70841, -1.21326, -3.38666], [4.23312, 0.63676, 2.40273], [-0.41432, -1.91800, -2.93897], [0.63820, -1.65165, -2.88277], [-2.42504, -1.26828, -5.55624], [2.60770, -0.00405, 1.39005], [-1.45067, -0.38568, -1.80144], [0.83875, 2.54092, 0.82104], [-0.64770, -2.68318, -2.19921], [-3.16976, -1.90034, -2.67525], [-0.18633, 3.89350, 3.67534], [0.09028, -1.95684, -5.52273], [-0.98984, 0.10255, -3.43219], [4.18694, 1.97433, 2.42959]]
}



{
  "formula": "C15H21CoN6S2Si",
  "method": "the ωB97M-V functional and the def2-TZVPD basis",
  "spin_multiplicity": 4,
  "energy_ev": -92009.630,
  "total_charge": 1,
  "elements": ["H", "H", "H", "H", "H", "H", "H", "C", "N", "S", "H", "C", "C", "H", "H", "C", "H", "H", "N", "H", "C", "N", "C", "H", "N", "C", "H", "S", "H", "H", "H", "C", "C", "N", "N", "C", "H", "C", "C", "C", "H", "C", "Co", "H", "C", "Si"],
  "coordinates": [[1.27178, -3.28466, 1.52006], [-0.25842, -4.14256, 1.60106], [4.50768, 0.16224, 1.99546], [0.18328, -3.25936, 0.14616], [2.37718, 3.89834, -0.96744], [3.95628, 0.77714, -2.77514], [-0.69662, -0.39046, 4.07636], [-1.84912, 3.86144, -1.06294], [1.81848, 3.11164, -1.24484], [-0.34652, 4.70594, -1.00044], [-2.14182, -2.34296, -2.13914], [-3.97982, 1.58794, -1.18974], [0.48358, 3.17574, -1.14574], [-2.81482, -1.82756, 0.69476], [-4.56102, 2.46884, -1.01494], [-0.25672, -1.33456, 3.76806], [0.78968, -1.32506, 4.04916], [2.15628, -0.22546, 2.69456], [-0.31972, 2.14624, -1.21814], [5.06388, 0.16454, -0.42454], [2.42348, -0.16946, 1.65526], [0.10788, -0.43666, 0.83986], [3.72918, 0.02584, 1.25926], [-0.73692, -2.11656, 4.34656], [-3.04892, -1.96936, -1.91314], [1.43368, -0.27836, 0.66906], [3.82438, -0.97366, -2.75574], [-4.74442, 0.05474, -1.38204], [-2.91562, -2.34176, 2.36426], [-3.86012, -2.55806, -1.99594], [-2.87812, -0.64196, 1.98646], [-1.64682, 2.52474, -1.18794], [-2.63192, 1.46964, -1.29134], [1.75488, -0.18496, -0.65064], [-2.18082, 0.18194, -1.53104], [3.02248, -0.05226, -1.03304], [2.24638, 2.19894, -1.26134], [-2.47292, -1.60696, 1.69996], [0.22448, -3.24446, 1.23406], [3.30768, -0.05026, -2.49924], [2.38208, 0.00774, -3.06914], [-3.17602, -0.66456, -1.63184], [-0.23722, 0.08594, -1.02664], [-2.77492, 4.39124, -1.00544], [4.04338, 0.05924, -0.09514], [-0.57872, -1.63796, 1.91226]]
}



{
  "formula": "C26H16N4O4",
  "method": "the ωB97M-V functional and the def2-TZVPD basis",
  "energy_ev": -41361.076,
  "total_charge": 0,
  "smiles": "O=[N+]([O-])c1ccc2c(c1)/C(c1ccccc1)=N\\c1ccc([N+](=O)[O-])cc1/C(c1ccccc1)=N\\2",
  "elements": ["C", "C", "C", "H", "C", "C", "H", "C", "C", "O", "H", "C", "C", "H", "H", "C", "H", "N", "H", "C", "O", "C", "C", "C", "O", "C", "C", "H", "C", "H", "C", "C", "H", "C", "N", "H", "O", "C", "C", "H", "H", "H", "C", "N", "C", "H", "C", "C", "N", "H"],
  "coordinates": [[4.31138, 0.06935, 0.20304], [-0.22680, -1.15135, -5.03959], [-1.25685, 0.89632, -1.08632], [-2.33664, 3.52665, 0.71879], [-3.60232, 2.25689, -0.57866], [-1.24955, -0.51696, 2.87098], [-1.94051, -0.80909, 2.03892], [-0.33265, -0.23374, -3.96033], [3.41955, 0.61251, -0.62495], [4.33296, -2.37175, 2.71025], [-4.53614, 2.89688, -0.63152], [0.30704, 0.81299, 1.45991], [2.38902, -0.50625, 1.78100], [0.79578, -2.00559, -1.45381], [3.69236, 1.20200, -1.52204], [2.04931, 0.60173, -0.29649], [2.12667, -1.01612, 2.69755], [-0.60787, 1.77339, 0.97031], [1.05654, -3.67779, -3.26798], [-2.49477, 0.61355, -1.74219], [-5.95602, 1.12654, -1.89510], [3.76932, -0.57719, 1.30861], [-1.37639, 1.77157, -0.04914], [-0.01848, 0.47091, -1.58507], [-4.57298, 0.50647, -3.44402], [0.35285, -2.37854, -4.79940], [1.55036, 0.30057, 1.01816], [0.51514, 0.70383, 6.07410], [0.66370, -2.67845, -3.47846], [1.41948, 1.54578, 3.91433], [0.10148, 0.38693, 5.15148], [-2.42729, 2.65824, 0.04669], [-2.47972, -1.58677, 4.13130], [-0.92551, -0.48424, 5.30661], [1.21943, 1.02763, -1.23061], [0.49211, -2.98495, -5.63021], [5.84740, -0.73785, 2.31123], [-0.12399, 0.31702, 2.76264], [-3.66747, 1.25884, -1.50815], [-0.76811, 0.75161, -4.19848], [-2.43410, -0.19682, -2.44688], [-0.59829, -0.87475, -6.06198], [0.07676, -0.52276, -2.67099], [-4.80797, 1.01066, -2.32985], [0.59961, -1.75244, -2.45593], [5.38850, 0.03965, 0.08354], [0.54353, 0.84335, 3.91060], [-1.62435, -0.94943, 4.12672], [4.72752, -1.26494, 2.11827], [-1.38304, -0.70406, 6.27310]]
}



{
  "formula": "C2H3NO3S",
  "method": "the ωB97M-V functional and the def2-TZVPD basis",
  "energy_ev": -20589.202,
  "total_charge": 0,
  "smiles": "O=C(O)C(=O)NS",
  "elements": ["C", "H", "O", "C", "S", "H", "H", "N", "O", "O"],
  "coordinates": [[-0.27693, 0.72710, -0.13731], [2.30645, -1.36240, 0.36974], [-0.18397, -1.70221, 0.15761], [-0.77818, -0.73078, -0.19248], [2.35217, -0.22201, -0.44026], [1.34044, 1.61408, 0.66337], [-2.66725, 0.09307, -0.20568], [1.12032, 0.73883, 0.41158], [-1.12204, 1.57060, -0.28626], [-2.09101, -0.72628, -0.34031]]
}